{"formula": "C5H11NO2", "method": "ωB97M-V/def2-TZVPD", "de_lowest_kj_mol": 237.6, "gap_ev": 8.528, "elements": ["N", "H", "H", "C", "H", "H", "H", "H", "C", "O", "O", "H", "C", "H", "C", "C", "H", "H", "H"], "positions_angstrom": [[-0.7173, -0.9287, -2.6634], [-1.4996, -3.3642, -1.9695], [-0.8803, -1.3992, -3.5248], [-0.4029, 0.4173, -2.6324], [-0.2689, -0.2411, 0.4988], [-0.0040, -3.4954, -1.1906], [1.3180, 3.6823, 6.4213], [-1.3573, -3.3383, -0.2026], [-0.8895, -2.9720, -1.1724], [0.7617, 3.9157, 5.6623], [1.8363, 0.4615, 0.5618], [0.2172, 4.6079, 5.9536], [-0.2359, 0.6945, -1.3078], [-0.4735, 0.9128, -3.5736], [-0.7016, -1.4975, -1.3517], [-0.4008, -0.4155, -0.4830], [1.7332, 1.3514, 0.6977], [1.6598, -0.0764, 1.3390], [0.3055, 1.6847, -1.0627]], "atomic_forces_ev_per_a": [[0.172, -0.374, 1.884], [-0.349, -0.179, -0.320], [-0.177, -0.596, -0.147], [-0.876, -2.291, 0.606], [0.079, -0.693, 3.107], [2.350, -1.049, -0.273], [-0.259, 0.120, -0.333], [0.271, 1.053, -1.041], [-2.214, 0.526, 1.285], [1.418, -1.602, -0.306], [1.347, -3.551, -0.677], [-1.158, 1.478, 0.635], [1.972, 4.016, -0.822], [0.374, 0.751, -0.053], [0.107, 2.003, -0.147], [-1.148, -1.768, -4.747], [-0.449, 3.167, 1.125], [0.077, 0.633, 0.133], [-1.539, -1.642, 0.090]]}